Record 1
Molecular formula: C2H4NP
Method: DFT, the ωB97M-V functional and the def2-TZVPD basis

```
8
C2H4NP | OMol25 | the ωB97M-V functional and the def2-TZVPD basis
P -2.504 -1.022 0.004
N -1.933 1.736 -0.139
C -2.097 0.552 0.089
C 0.606 -0.735 -0.158
H 0.204 -0.647 -1.113
H 0.249 -1.676 0.243
H 1.263 0.028 0.292
H -1.474 2.489 0.328
```

Its LUMO energy (spin up / spin down) is -2.009 / -2.010 eV. For the HOMO energy (spin up / spin down), the calculation gives -7.79 / -7.79 eV. The total charge is 0. The orbital gap (spin up / spin down) comes out at 0.2126 / 0.2125 Eh. As for the energy above the lowest of the compared OMol25 structures with the same formula, charge and spin: 97.58 kcal/mol.


Record 2
Molecular formula: C2H4NP
Method: DFT, the ωB97M-V functional and the def2-TZVPD basis

```
8
C2H4NP | OMol25 | the ωB97M-V functional and the def2-TZVPD basis
P 1.605 0.096 -0.034
N -1.230 0.778 0.133
C -1.268 -0.454 0.069
C -0.113 0.125 -0.715
H -0.021 0.363 -1.832
H 1.386 -0.880 1.089
H 1.363 1.298 0.857
H -1.723 -1.327 0.434
```

Its LUMO energy is 1.058 eV. For the HOMO energy, the calculation gives -9.57 eV. The total charge is 0. The structure (SMILES) is P[C@H]1C=N1. The orbital gap comes out at 0.3907 Eh. As for the energy above the lowest of the compared OMol25 structures with the same formula, charge and spin: 49.17 kcal/mol.


Record 3
Molecular formula: C2H4NS
Method: DFT, the ωB97M-V functional and the def2-TZVPD basis

```
8
C2H4NS | OMol25 | the ωB97M-V functional and the def2-TZVPD basis
S -0.815 -0.584 -0.698
N 0.862 2.300 -0.585
C -0.074 1.704 -0.960
C -0.437 -1.688 0.539
H 1.707 2.182 0.128
H -0.547 -2.687 0.282
H 0.320 -1.431 1.296
H -0.799 1.544 -1.643
```

Its LUMO energy is -6.187 eV. For the HOMO energy, the calculation gives -14.52 eV. The total charge is +1. The orbital gap comes out at 0.3064 Eh. As for the energy above the lowest of the compared OMol25 structures with the same formula, charge and spin: 52.94 kcal/mol.


Record 4
Molecular formula: C2H4NiO
Method: DFT, the ωB97M-V functional and the def2-TZVPD basis

```
8
C2H4NiO | OMol25 | the ωB97M-V functional and the def2-TZVPD basis
Ni 1.659 -0.597 -0.467
O 2.254 0.851 0.428
C -0.797 -0.695 -0.069
C -0.376 0.607 0.068
H -0.880 -1.354 0.800
H -0.321 1.007 1.086
H -0.429 1.269 -0.805
H -1.109 -1.089 -1.041
```

Its spin multiplicity is 4. Its LUMO energy (spin up / spin down) is -6.318 / -7.319 eV. For the HOMO energy (spin up / spin down), the calculation gives -16.24 / -16.37 eV. The total charge is +1. The orbital gap (spin up / spin down) comes out at 0.3648 / 0.3327 Eh. The expectation value of S² is 3.77.


Record 5
Molecular formula: C2H4O2
Method: DFT, the ωB97M-V functional and the def2-TZVPD basis

```
8
C2H4O2 | OMol25 | the ωB97M-V functional and the def2-TZVPD basis
O 0.800 0.610 0.567
O -3.077 -0.433 -0.124
C 1.897 0.573 0.111
C -1.880 -0.523 -0.084
H -1.346 0.131 0.604
H 2.815 0.171 0.592
H 2.123 0.736 -0.963
H -1.332 -1.264 -0.704
```

Its LUMO energy is 0.423 eV. For the HOMO energy, the calculation gives -9.75 eV. The total charge is 0. The structure (SMILES) is C=O.C=O. The orbital gap comes out at 0.3738 Eh. As for the energy above the lowest of the compared OMol25 structures with the same formula, charge and spin: 58.22 kcal/mol.


Record 6
Molecular formula: C2H4O2
Method: DFT, the ωB97M-V functional and the def2-TZVPD basis

```
8
C2H4O2 | OMol25 | the ωB97M-V functional and the def2-TZVPD basis
O -1.266 -1.211 -0.032
O -1.021 1.034 -0.052
C 0.916 -0.155 -0.031
C -0.564 -0.236 -0.058
H -1.963 0.946 0.143
H 1.260 -0.186 1.185
H 1.316 0.978 -0.535
H 1.322 -1.170 -0.619
```

Its LUMO energy is 0.694 eV. For the HOMO energy, the calculation gives -10.74 eV. The total charge is 0. The structure (SMILES) is CC(=O)O. The orbital gap comes out at 0.4200 Eh. As for the energy above the lowest of the compared OMol25 structures with the same formula, charge and spin: 31.65 kcal/mol.


Record 7
Molecular formula: C2H4O2
Method: DFT, the ωB97M-V functional and the def2-TZVPD basis

```
8
C2H4O2 | OMol25 | the ωB97M-V functional and the def2-TZVPD basis
O 2.553 2.560 -10.707
O -4.173 2.566 -9.594
C 2.501 3.000 -9.538
C -3.817 1.783 -10.477
H 2.693 4.066 -9.272
H -2.949 2.039 -11.130
H 2.429 2.275 -8.693
H -4.248 0.760 -10.590
```

Its LUMO energy is 0.486 eV. For the HOMO energy, the calculation gives -10.33 eV. The total charge is 0. The structure (SMILES) is C=O.C=O. The orbital gap comes out at 0.3977 Eh. As for the energy above the lowest of the compared OMol25 structures with the same formula, charge and spin: 60.47 kcal/mol.


Record 8
Molecular formula: C2H4O2P
Method: DFT, the ωB97M-V functional and the def2-TZVPD basis

```
9
C2H4O2P | OMol25 | the ωB97M-V functional and the def2-TZVPD basis
P -0.713 -1.217 0.853
O -2.222 -1.271 0.700
O 0.032 -2.464 0.775
C 0.043 0.160 0.196
C 0.374 1.328 0.659
H 0.340 1.678 1.759
H 0.573 -0.557 -2.372
H 0.978 0.146 -2.536
H 0.596 2.198 -0.035
```

Its LUMO energy is 4.277 eV. For the HOMO energy, the calculation gives -3.48 eV. The total charge is -1. The orbital gap comes out at 0.2849 Eh. As for the energy above the lowest of the compared OMol25 structures with the same formula, charge and spin: 54.07 kcal/mol.


Record 9
Molecular formula: C2H4O2P
Method: DFT, the ωB97M-V functional and the def2-TZVPD basis

```
9
C2H4O2P | OMol25 | the ωB97M-V functional and the def2-TZVPD basis
P 0.128 0.042 0.346
O -0.688 0.890 -2.194
O -0.242 2.481 -0.672
C -0.387 1.414 -1.136
C 0.122 -1.657 0.395
H 0.677 -2.149 1.087
H -0.234 0.796 1.492
H 1.448 0.322 0.611
H -0.824 -2.139 0.072
```

Its LUMO energy is 4.412 eV. For the HOMO energy, the calculation gives -2.85 eV. The total charge is -1. The structure (SMILES) is C=[PH2]C(=O)[O-]. The orbital gap comes out at 0.2667 Eh. As for the energy above the lowest of the compared OMol25 structures with the same formula, charge and spin: 56.19 kcal/mol.


Record 10
Molecular formula: C2H4O2P
Method: DFT, the ωB97M-V functional and the def2-TZVPD basis

```
9
C2H4O2P | OMol25 | the ωB97M-V functional and the def2-TZVPD basis
P -4.295 -0.575 -0.298
O -4.715 0.221 0.783
O -2.414 -0.091 -0.038
C -0.538 1.443 -0.310
C -1.547 0.713 -0.302
H 0.623 -1.304 0.931
H -0.188 -1.392 0.904
H -0.588 2.616 -0.317
H 0.453 1.098 -0.351
```

Its LUMO energy is -6.647 eV. For the HOMO energy, the calculation gives -15.53 eV. The total charge is +1. The orbital gap comes out at 0.3266 Eh. As for the energy above the lowest of the compared OMol25 structures with the same formula, charge and spin: 82.97 kcal/mol.


Record 11
Molecular formula: C2H4O2S
Method: DFT, the ωB97M-V functional and the def2-TZVPD basis

```
9
C2H4O2S | OMol25 | the ωB97M-V functional and the def2-TZVPD basis
S 2.039 0.470 -0.423
O 2.849 0.209 0.828
O -1.179 -1.659 0.601
C -1.400 -0.860 -0.213
C 0.559 0.823 0.023
H 0.394 0.790 1.087
H -0.727 -0.669 -1.050
H -2.280 -0.206 -0.231
H -0.254 1.102 -0.621
```

Its LUMO energy is -0.574 eV. For the HOMO energy, the calculation gives -9.84 eV. The total charge is 0. The orbital gap comes out at 0.3405 Eh. As for the energy above the lowest of the compared OMol25 structures with the same formula, charge and spin: 75.65 kcal/mol.


Record 12
Molecular formula: C2H4O2S2
Method: DFT, the ωB97M-V functional and the def2-TZVPD basis

```
10
C2H4O2S2 | OMol25 | the ωB97M-V functional and the def2-TZVPD basis
S 2.532 -0.554 -0.130
S -0.860 0.267 1.096
O 2.252 0.303 -1.293
O 2.527 0.098 1.175
C -0.742 -1.400 1.099
C -1.302 0.599 -0.759
H -2.044 1.271 -0.687
H -0.517 -1.502 2.130
H -0.328 1.138 -1.191
H -1.518 -0.220 -1.440
```

Its LUMO energy is -1.450 eV. For the HOMO energy, the calculation gives -9.13 eV. The total charge is 0. The orbital gap comes out at 0.2821 Eh. As for the energy above the lowest of the compared OMol25 structures with the same formula, charge and spin: 90.67 kcal/mol.


Record 13
Molecular formula: C2H4O2Si
Method: DFT, the ωB97M-V functional and the def2-TZVPD basis

```
9
C2H4O2Si | OMol25 | the ωB97M-V functional and the def2-TZVPD basis
Si -0.811 -0.003 0.179
O -0.347 1.076 -2.315
O 1.165 -2.157 0.524
C 0.010 0.997 -1.166
C 0.947 -1.094 0.945
H -1.376 1.021 1.302
H 0.863 1.558 -1.002
H -2.075 -0.851 -0.187
H 1.623 -0.546 1.721
```

Its LUMO energy is -0.038 eV. For the HOMO energy, the calculation gives -9.17 eV. The total charge is 0. The structure (SMILES) is O=C[SiH2]C=O. The orbital gap comes out at 0.3358 Eh. As for the energy above the lowest of the compared OMol25 structures with the same formula, charge and spin: 85.09 kcal/mol.


Record 14
Molecular formula: C2H4O2Si
Method: DFT, the ωB97M-V functional and the def2-TZVPD basis

```
9
C2H4O2Si | OMol25 | the ωB97M-V functional and the def2-TZVPD basis
Si -2.377 0.465 0.017
O 2.468 1.354 0.354
O -1.630 -0.556 -0.814
C 1.817 -0.915 -0.169
C 2.303 0.251 0.130
H 1.113 -0.912 -0.930
H -3.499 1.532 -0.409
H 1.888 -1.812 0.389
H -2.085 0.593 1.433
```

Its LUMO energy is -0.531 eV. For the HOMO energy, the calculation gives -8.97 eV. The total charge is 0. The structure (SMILES) is O=[SiH2].C=C=O. The orbital gap comes out at 0.3103 Eh. As for the energy above the lowest of the compared OMol25 structures with the same formula, charge and spin: 66.46 kcal/mol.


Record 15
Molecular formula: C2H4O2Tl
Method: DFT, the ωB97M-V functional and the def2-TZVPD basis

```
9
C2H4O2Tl | OMol25 | the ωB97M-V functional and the def2-TZVPD basis
Tl -3.017 -3.309 -0.931
O -0.284 -0.586 0.066
O -0.566 -1.487 -0.832
C 0.863 0.185 -0.158
C 0.567 1.357 0.497
H 0.092 2.125 -0.129
H 1.438 1.754 1.034
H 1.737 -0.466 -0.191
H -0.831 0.427 0.645
```

Its spin multiplicity is 2. Its LUMO energy (spin up / spin down) is -10.374 / -12.244 eV. For the HOMO energy (spin up / spin down), the calculation gives -20.22 / -20.13 eV. The total charge is +2. The orbital gap (spin up / spin down) comes out at 0.3617 / 0.2900 Eh. As for the energy above the lowest of the compared OMol25 structures with the same formula, charge and spin: 26.97 kcal/mol. The expectation value of S² is 0.75.


Record 16
Molecular formula: C2H4O3
Method: DFT, the ωB97M-V functional and the def2-TZVPD basis

```
9
C2H4O3 | OMol25 | the ωB97M-V functional and the def2-TZVPD basis
O 0.212 0.638 -2.070
O 1.995 -1.230 2.347
O -1.622 -0.461 -1.537
C -1.145 0.499 -2.049
C 0.923 -0.827 2.715
H -1.711 1.345 -2.457
H 0.452 0.016 2.184
H 0.488 1.312 -2.705
H 0.409 -1.293 3.571
```

Its LUMO energy is 0.535 eV. For the HOMO energy, the calculation gives -10.05 eV. The total charge is 0. The structure (SMILES) is O=CO.C=O. The orbital gap comes out at 0.3890 Eh. As for the energy above the lowest of the compared OMol25 structures with the same formula, charge and spin: 32.10 kcal/mol.


Record 17
Molecular formula: C2H4O3
Method: DFT, the ωB97M-V functional and the def2-TZVPD basis

```
9
C2H4O3 | OMol25 | the ωB97M-V functional and the def2-TZVPD basis
O 0.464 0.730 2.176
O -0.960 -0.782 1.210
O 1.265 -0.418 1.762
C 0.169 -0.084 1.072
C 0.195 0.364 -0.480
H -0.825 0.216 -0.895
H -1.215 -0.900 2.109
H 0.784 -0.469 -0.916
H 0.744 1.287 -0.588
```

Its LUMO energy is 0.829 eV. For the HOMO energy, the calculation gives -10.52 eV. The total charge is 0. The structure (SMILES) is CC1(O)OO1. The orbital gap comes out at 0.4170 Eh. As for the energy above the lowest of the compared OMol25 structures with the same formula, charge and spin: 87.91 kcal/mol.


Record 18
Molecular formula: C2H4O3
Method: DFT, the ωB97M-V functional and the def2-TZVPD basis

```
9
C2H4O3 | OMol25 | the ωB97M-V functional and the def2-TZVPD basis
O -0.148 1.328 1.138
O -0.021 -1.234 -0.322
O -1.816 1.629 -0.422
C 0.843 -2.130 -0.385
C -0.781 2.068 0.172
H -0.399 3.006 -0.213
H 1.583 -2.236 0.425
H 1.060 -2.859 -1.277
H -0.322 0.427 0.883
```

Its LUMO energy is 0.039 eV. For the HOMO energy, the calculation gives -10.35 eV. The total charge is 0. The structure (SMILES) is O=CO.C=O. The orbital gap comes out at 0.3818 Eh. As for the energy above the lowest of the compared OMol25 structures with the same formula, charge and spin: 39.84 kcal/mol.


Record 19
Molecular formula: C2H4O3
Method: DFT, the ωB97M-V functional and the def2-TZVPD basis

```
9
C2H4O3 | OMol25 | the ωB97M-V functional and the def2-TZVPD basis
O 1.184 0.118 -0.725
O 0.559 -1.786 0.344
O -0.526 1.906 0.352
C -0.981 0.846 0.730
C 0.839 -1.163 -0.636
H 0.617 0.889 -0.439
H -2.082 0.724 0.624
H -0.489 0.110 1.373
H 0.878 -1.644 -1.625
```

Its LUMO energy is -0.091 eV. For the HOMO energy, the calculation gives -10.89 eV. The total charge is 0. The structure (SMILES) is O=CO.C=O. The orbital gap comes out at 0.3968 Eh. As for the energy above the lowest of the compared OMol25 structures with the same formula, charge and spin: 41.34 kcal/mol.


Record 20
Molecular formula: C2H4O3
Method: DFT, the ωB97M-V functional and the def2-TZVPD basis

```
9
C2H4O3 | OMol25 | the ωB97M-V functional and the def2-TZVPD basis
O 0.050 0.590 0.427
O -0.710 0.070 -1.586
O 0.579 -1.254 -0.760
C 0.160 0.341 1.776
C -0.200 -0.367 -0.390
H 0.131 -0.933 -2.030
H -0.604 -0.263 2.257
H -0.369 0.915 -1.936
H 0.963 0.901 2.241
```

Its spin multiplicity is 2. Its LUMO energy (spin up / spin down) is -6.867 / -6.874 eV. For the HOMO energy (spin up / spin down), the calculation gives -14.02 / -18.32 eV. The total charge is +1. The orbital gap (spin up / spin down) comes out at 0.2628 / 0.4206 Eh. As for the energy above the lowest of the compared OMol25 structures with the same formula, charge and spin: 43.98 kcal/mol. The expectation value of S² is 0.75.